ORCA calculation (the ωB97M-V functional and the def2-TZVPD basis) on C18H23ClN4O2Se2Ti as an isolated structure.

```
51
Properties=species:S:1:pos:R:3:mulliken_charge:R:1
Ti -0.113 -0.877 0.561 0.152
N -0.486 -1.595 2.739 -0.555
N 0.709 -2.090 3.300 -0.333
C 1.728 -2.349 2.367 0.343
O 2.649 -3.081 2.652 -0.688
O 1.565 -1.699 1.248 -0.232
H -0.846 -0.840 3.315 0.290
H -1.179 -2.335 2.663 0.344
H 0.612 -2.803 4.008 0.270
C 0.545 2.492 3.225 -0.965
C 0.528 1.242 2.674 -0.438
N -0.130 0.941 1.508 0.790
C -0.728 2.010 0.862 0.148
C -0.743 3.325 1.391 0.755
C -0.111 3.565 2.590 -0.711
C -1.416 4.338 0.606 -0.852
C -1.984 4.053 -0.581 -0.940
C -1.952 2.718 -1.134 0.791
C -2.477 2.370 -2.356 -0.790
C -2.363 1.034 -2.779 -1.105
C -1.752 0.110 -1.971 -0.421
N -1.224 0.398 -0.757 0.622
C -1.314 1.711 -0.358 -0.180
H 1.080 2.641 4.152 0.441
H 1.060 0.426 3.148 0.388
H -0.105 4.558 3.021 0.423
H -1.447 5.347 0.999 0.401
H -2.477 4.829 -1.155 0.410
H -2.968 3.110 -2.975 0.438
H -2.768 0.716 -3.730 0.418
H -1.685 -0.925 -2.286 0.468
C 1.356 -4.151 -0.681 -0.987
Se 0.322 -2.769 -1.569 0.246
C 1.793 -2.007 -2.597 -0.856
C 2.809 -1.258 -1.760 -0.765
Se 2.057 0.252 -0.796 0.205
C 1.488 1.316 -2.316 -0.975
H 1.812 -4.784 -1.439 0.402
H 0.650 -4.727 -0.090 0.318
H 2.098 -3.703 -0.026 0.251
H 1.329 -1.358 -3.341 0.380
H 2.266 -2.831 -3.133 0.529
H 3.626 -0.889 -2.381 0.514
H 3.231 -1.888 -0.977 0.323
H 2.344 1.541 -2.947 0.427
H 1.084 2.240 -1.907 0.293
H 0.707 0.816 -2.883 0.248
Cl -1.870 -3.713 0.881 -0.261
C -2.029 -1.926 0.434 -0.882
H -2.784 -1.548 1.129 0.511
H -2.498 -1.955 -0.548 0.396
```

Output
M = 568.65 g/mol
frontier orbital gap (alpha / beta) = 0.198 / 0.198 Eh
2S+1 = 1
LUMO level (alpha / beta) = 0.00 / -0.04 eV
relative energy (zero: lowest compared OMol25 entry of this formula, charge and spin) = 0.00 kcal/mol